77
Properties=species:S:1:pos:R:3:mulliken_charge:R:1 method="wB97M-V/def2-TZVPD" gap_ev=9.9 energy_ha=-4064.5235 charge=-1
Cl -1.2337 -0.1364 0.1204 1.52
O -2.3981 -0.8923 -0.2793 -0.70
O -1.3172 1.1778 -0.5018 -0.60
O -1.2013 -0.0022 1.5579 -0.72
O -0.0056 -0.7652 -0.3257 -0.46
O -6.5065 2.7295 -1.7247 -0.65
S -5.4284 3.4224 -2.3309 1.22
O -5.6565 4.1747 -3.5202 -0.64
O -4.8466 4.3783 -1.2132 -0.30
C -3.8622 5.3565 -1.6315 -0.27
C -2.8801 5.5432 -0.5127 -1.07
C -4.0768 2.3260 -2.5930 -0.95
H -4.3809 6.2835 -1.8846 0.30
H -3.4118 5.0390 -2.5730 0.35
H -2.5384 4.5865 -0.1149 0.24
H -3.3192 6.1059 0.3119 0.32
H -1.9906 6.0866 -0.8347 0.36
H -3.6342 2.0320 -1.6403 0.35
H -3.3024 2.8325 -3.1661 0.41
H -4.4321 1.4512 -3.1280 0.36
O -0.9763 0.2731 -5.5492 -0.66
S -1.5802 -0.9465 -5.1010 1.29
O -2.3586 -1.7396 -5.9865 -0.68
O -0.4434 -1.9124 -4.5804 -0.34
C 0.5284 -1.3339 -3.6517 -0.02
C 1.1239 -2.4909 -2.8926 -1.11
C -2.4703 -0.6018 -3.5972 -0.86
H 0.0523 -0.5803 -3.0293 0.22
H 1.3025 -0.8760 -4.2701 0.30
H 0.3621 -2.9829 -2.2806 0.20
H 1.8958 -2.1811 -2.1918 0.22
H 1.4788 -3.2519 -3.5874 0.41
H -2.1828 -1.3249 -2.8420 0.24
H -3.5367 -0.6905 -3.7931 0.59
H -2.2331 0.4363 -3.3904 0.14
O 3.8974 -2.5256 2.8842 -0.66
S 3.6885 -1.1670 2.5139 1.25
O 4.4899 -0.1198 3.0579 -0.63
O 3.8300 -1.1297 0.9287 -0.32
C 3.9869 0.1676 0.3395 0.41
C 3.3582 0.1610 -1.0315 -0.58
C 1.9889 -0.7465 2.6884 0.74
H 5.0376 0.4655 0.3090 0.33
H 3.5061 0.9591 0.9241 -0.30
H 2.3216 -0.1868 -0.9341 -0.31
H 3.8112 -0.5569 -1.7183 0.39
H 3.2909 1.1513 -1.4775 0.37
H 1.8407 -0.2375 3.6389 0.40
H 1.4385 -1.6834 2.7012 -0.63
H 1.6436 -0.1175 1.8729 -0.35
O -0.0910 -7.5987 3.8491 -0.63
S 0.3714 -6.3121 3.4636 1.22
O 1.1435 -6.1202 2.2787 -0.59
O -0.9185 -5.3980 3.3828 -0.38
C -0.8229 -4.1502 2.6574 -0.14
C -1.3251 -4.2924 1.2417 -0.99
C 1.2651 -5.5542 4.7927 -0.79
H 0.1745 -3.7114 2.6915 0.12
H -1.4868 -3.4756 3.1999 0.43
H -0.6086 -4.8292 0.6183 0.28
H -1.4667 -3.3230 0.7642 0.14
H -2.2721 -4.8315 1.2406 0.36
H 0.7660 -5.8455 5.7146 0.32
H 1.1776 -4.4777 4.6755 0.24
H 2.2866 -5.9130 4.7300 0.33
F 2.2115 2.4664 4.2617 -0.38
C 2.2812 2.9508 2.9970 0.48
C 1.2887 2.6287 2.0916 -0.32
C 1.4437 3.0397 0.7728 -0.42
C 2.5954 3.7031 0.3881 -0.65
C 3.5578 4.0658 1.3242 -0.42
C 3.3960 3.6814 2.6420 -0.55
H 0.4501 2.0077 2.3836 0.56
H 0.6595 2.7400 0.0865 0.46
H 2.7210 3.9952 -0.6485 0.43
H 4.4567 4.5805 1.0142 0.38
H 4.0754 4.0136 3.4166 0.41

=====

44
Properties=species:S:1:pos:R:3:nbo_charge:R:1 method="wB97M-V/def2-TZVPD" gap_ev=5.4 energy_ha=-2169.7793 charge=-2
Pd -0.1267 -1.3901 0.5066 0.44
O -2.9915 0.6856 2.3970 -0.70
C -2.2486 -0.4335 2.6097 0.78
O -2.6835 -1.5328 2.4084 -0.56
C -0.9136 -0.1125 3.2217 0.10
C -0.8952 0.6827 4.3496 -0.25
C 0.3218 0.8757 4.9934 -0.20
C 1.4395 0.2744 4.4656 -0.23
C 1.3493 -0.4651 3.2775 0.16
N 0.1767 -0.6590 2.6684 -0.41
C 2.6853 -0.9999 2.6988 0.73
O 3.4790 -1.3756 3.5947 -0.78
O 2.8220 -0.9273 1.4742 -0.71
H -3.7948 0.3607 1.9643 0.49
H -1.8119 1.1292 4.7109 0.21
H 0.3790 1.4822 5.8904 0.19
H 2.4149 0.3449 4.9249 0.24
C 0.1970 3.4367 -1.3962 -1.11
Si 0.0886 1.5260 -1.5035 1.67
C -1.1573 1.2625 -2.9142 -1.13
C 1.8369 1.0347 -2.0336 -1.12
C -0.4646 0.7254 0.0365 -1.39
H 0.5169 3.8958 -2.3392 0.20
H 0.9110 3.7270 -0.6191 0.22
H -0.7766 3.8575 -1.1259 0.21
H -0.7009 1.3905 -3.9018 0.20
H -1.9570 2.0050 -2.8187 0.21
H -1.6156 0.2730 -2.8561 0.24
H 2.0035 1.1712 -3.1075 0.20
H 2.0387 -0.0032 -1.7641 0.25
H 2.5670 1.6480 -1.4980 0.23
H -1.5368 0.9435 0.1589 0.20
H 0.0528 1.2330 0.8666 0.20
S -0.1919 -3.7087 0.2408 -0.33
C -0.3127 -2.5973 -1.1002 -0.27
N 0.7431 -2.6476 -2.1023 -0.69
C 0.3892 -1.8903 -3.2828 -0.23
C -0.9927 -2.3949 -3.6723 -0.54
S -1.8659 -2.5335 -2.0851 0.14
H 1.6036 -2.3385 -1.6662 0.39
H 1.1205 -2.0809 -4.0757 0.18
H 0.3423 -0.8108 -3.1085 0.18
H -0.9283 -3.3701 -4.1596 0.19
H -1.5126 -1.6939 -4.3278 0.20

=====

64
Properties=species:S:1:pos:R:3:nbo_charge:R:1 method="wB97M-V/def2-TZVPD" gap_ev=9.7 energy_ha=-1532.5041 smiles=OCCO.OCCO.OCCO.OCCO.O.O.O.O.O.O.O.O charge=0
O -15.9340 -11.8160 0.9590 -0.71
C -14.5740 -11.4670 0.6720 -0.09
C -14.1960 -12.2430 -0.5730 -0.10
O -12.8360 -11.9570 -0.9930 -0.73
H -16.1510 -11.4340 1.7910 0.47
H -14.4270 -10.4190 0.3760 0.16
H -13.8270 -11.8340 1.4410 0.17
H -14.8120 -11.8900 -1.4140 0.19
H -14.4800 -13.2400 -0.3540 0.19
H -12.8010 -11.0800 -1.3600 0.49
O -20.1110 -10.5280 -6.5620 -0.73
C -18.7650 -10.6920 -7.0460 -0.09
C -18.0310 -11.3490 -5.8540 -0.10
O -16.6390 -11.4250 -6.1550 -0.75
H -20.1320 -9.9270 -5.8070 0.46
H -18.7500 -11.2740 -7.9990 0.21
H -18.4350 -9.6550 -7.2280 0.16
H -18.4380 -12.3390 -5.7600 0.21
H -18.1990 -10.6830 -4.9770 0.15
H -16.4070 -10.6160 -6.5310 0.48
O -17.5220 -10.6500 -1.3120 -0.72
C -17.0270 -9.5610 -2.0990 -0.09
C -18.1670 -8.6000 -2.3700 -0.07
O -17.8520 -7.6550 -3.2860 -0.72
H -17.7460 -10.3980 -0.4270 0.47
H -16.2220 -8.9870 -1.5320 0.16
H -16.7090 -9.9280 -3.1020 0.19
H -18.4900 -8.0650 -1.3880 0.14
H -19.0650 -9.1730 -2.7200 0.17
H -17.3950 -6.9300 -2.8820 0.47
O -11.5700 -10.1570 -10.3180 -0.71
C -12.7750 -10.2200 -9.7060 -0.05
C -12.8120 -11.3380 -8.7740 -0.10
O -14.0490 -11.3230 -8.0810 -0.75
H -11.5370 -9.3360 -10.7890 0.47
H -13.0150 -9.2300 -9.2930 0.15
H -13.5340 -10.2650 -10.5790 0.14
H -11.9060 -11.1640 -8.1460 0.14
H -12.5840 -12.2590 -9.2780 0.17
H -14.0120 -12.1630 -7.5150 0.49
O -14.1580 -9.9650 -3.6020 -0.99
H -13.3560 -10.0780 -4.1360 0.46
H -14.7350 -10.7320 -3.8320 0.50
O -14.9140 -15.6140 -4.9840 -0.96
H -14.6750 -15.3320 -4.1160 0.50
H -15.8460 -15.4300 -4.9930 0.47
O -15.5010 -15.0120 -2.3080 -0.97
H -14.9350 -15.4600 -1.6060 0.48
H -16.0150 -14.3370 -1.9470 0.49
O -17.9690 -12.9160 -3.1650 -0.96
H -17.1890 -12.5450 -3.5520 0.49
H -18.6080 -12.1650 -3.2590 0.46
O -12.9000 -13.2760 -3.2410 -0.98
H -12.9060 -12.7880 -2.3730 0.50
H -12.4510 -12.7680 -3.9120 0.46
O -15.3080 -12.3910 -3.9480 -1.03
H -15.1650 -12.4180 -4.9120 0.52
H -14.5340 -12.8100 -3.5810 0.50
O -17.4780 -13.9020 -7.3460 -0.94
H -17.2000 -13.1220 -6.9250 0.47
H -17.6890 -14.5250 -6.6070 0.46
O -14.1210 -13.0870 -6.3220 -0.95
H -14.1470 -14.0290 -6.1070 0.53
H -13.1910 -12.7760 -6.1290 0.48

=====

78
Properties=species:S:1:pos:R:3:mulliken_charge:R:1 method="wB97M-V/def2-TZVPD" gap_ev=2.3 energy_ha=-1820.7360 charge=+1
C 5.4583 -5.0658 0.5297 -0.70
C 6.5229 -3.8114 0.3662 0.66
O 7.5544 -3.8148 -0.5230 -0.53
O 6.4182 -2.5887 1.2223 -0.36
C 5.2986 -1.8345 0.5801 -0.29
C 5.8227 -0.4268 -0.1346 -0.38
C 4.7988 -0.1687 -1.4305 -0.26
C 4.5285 1.4502 -1.7015 -0.65
C 3.1980 1.5509 -2.7053 -0.52
C 2.3167 2.8945 -2.3231 -0.59
C 0.7269 2.5807 -2.6031 -0.37
C -0.1099 2.9968 -1.2561 -0.53
Nb -1.3546 1.2815 -0.3928 -0.94
C -1.7916 2.6263 1.4138 -0.65
C -1.8199 1.8368 2.8531 0.59
C -0.4212 2.0671 3.7380 -1.72
C -3.0129 2.5749 3.7615 -1.25
C -3.1986 2.1392 -1.5177 -1.01
C -4.2541 0.9284 -1.9850 0.38
C -3.4078 -0.0211 -3.0190 -0.66
O -4.6810 0.2746 -0.7393 -0.16
C -5.5460 -0.8894 -0.9784 -0.64
C -4.8602 -2.1644 -0.1881 0.60
C -3.5791 -3.0459 -0.7074 -0.11
C -2.9854 -4.2765 0.2572 -0.43
C -3.6871 -4.5937 1.7418 -0.34
C -4.9846 -3.7370 2.2827 -0.41
C -5.5369 -2.5342 1.2948 -0.42
P 0.7095 0.2066 0.7659 0.89
O 0.2316 -0.6057 2.0673 -0.68
O 1.3281 -1.0432 -0.3350 -0.57
O 1.9829 1.3517 1.0806 -0.49
H 5.7589 -5.9810 -0.1360 0.30
H 4.3835 -4.7096 0.1524 0.22
H 5.3070 -5.4233 1.6338 0.27
H 4.8211 -2.4737 -0.2965 0.23
H 4.4468 -1.5696 1.3556 0.10
H 6.8726 -0.6395 -0.6088 0.26
H 5.8110 0.4624 0.6341 0.26
H 3.7876 -0.6780 -1.1315 0.01
H 5.1764 -0.7343 -2.4103 0.27
H 4.3216 2.0083 -0.6941 0.27
H 5.4274 1.9916 -2.2244 0.29
H 2.6103 0.5336 -2.5240 0.22
H 3.5082 1.6784 -3.8424 0.35
H 2.6000 3.8106 -3.0305 0.26
H 2.5653 3.1910 -1.2175 0.28
H 0.3663 3.2026 -3.5315 0.36
H 0.6543 1.4442 -2.8994 0.20
H -0.8834 3.8709 -1.5053 0.36
H 0.5643 3.4266 -0.3785 0.20
H -2.3256 -0.0609 0.3339 0.32
H -0.8894 0.3057 -1.8631 0.10
H -0.8919 3.4060 1.4647 0.20
H -2.7890 3.2400 1.3333 0.28
H -2.1166 0.7031 2.7889 0.29
H 0.5136 2.2555 3.0581 0.68
H -0.5266 2.9212 4.5313 0.89
H -0.2147 1.0424 4.3122 -0.22
H -2.5661 3.6497 4.0203 0.36
H -4.0004 2.7594 3.1570 0.33
H -3.1740 2.0312 4.7945 0.18
H -2.8728 2.8116 -2.4486 0.37
H -3.7556 2.8223 -0.7138 0.24
H -5.1837 1.4276 -2.5315 0.25
H -2.7041 -0.8079 -2.5143 -0.22
H -2.7657 0.6868 -3.7312 0.28
H -4.1532 -0.5893 -3.7551 0.34
H -5.8112 -1.0954 -2.0988 0.31
H -6.5824 -0.6478 -0.4386 0.25
H -3.0682 -2.8184 -1.7516 0.24
H -2.0325 -4.8877 -0.1208 0.27
H -3.2733 -5.4355 2.4630 0.27
H -5.5201 -3.8806 3.3205 0.30
H -6.4689 -1.8963 1.6752 0.17
H 1.0591 -0.7943 -1.2757 0.27
H 1.6313 2.2883 1.1818 0.27
Sr 0.7176 1.0138 6.0484 1.84

=====

94
Properties=species:S:1:pos:R:3:mulliken_spin:R:1 method="wB97M-V/def2-TZVPD" gap_ev="8.3 / 8.5" energy_ha=-4338.5992 s_squared=20.0241 charge=+2 multiplicity=9
Cr 1.5675 1.0959 2.1058 4.04
Cr 1.8384 0.7551 -2.3724 3.98
C 0.3772 0.5174 -0.2094 -0.15
O 0.0662 0.0560 -1.3033 -0.05
O 1.4387 1.1172 -0.1693 -0.02
O 0.0129 0.2023 0.9035 -0.02
N -3.4741 1.8911 -0.6265 0.00
C -3.3384 0.5373 -0.5093 0.00
C -4.3292 -0.3829 -0.2910 0.00
C -5.6659 0.1007 -0.2398 0.00
C -5.7930 1.5103 -0.2405 0.00
C -4.7526 2.3293 -0.5142 0.00
H -2.2910 0.2842 -0.5829 0.00
H -4.0752 -1.4324 -0.3099 0.00
H -6.5100 -0.5517 -0.0716 0.00
H -6.8246 1.8167 -0.1496 0.00
H -4.8874 3.3970 -0.6044 0.00
N 0.7311 0.4690 4.0410 -0.07
C -0.6144 0.2524 3.9896 0.08
C -1.4679 -0.0257 5.0861 0.00
C -0.8541 -0.2680 6.2541 0.01
C 0.5846 -0.1494 6.4187 0.00
C 1.2798 0.2711 5.2791 0.04
H -1.1487 0.5026 3.0850 -0.03
H -2.5240 -0.1976 4.9395 0.00
H -1.5275 -0.4942 7.0676 0.00
H 1.0405 -0.3310 7.3808 0.00
H 2.3543 0.3799 5.2862 0.01
N 2.4798 -1.2052 1.7592 0.00
C 3.6432 -1.3794 1.2128 0.01
C 4.2683 -2.6358 1.0166 0.00
C 3.5642 -3.7409 1.4920 0.00
C 2.2869 -3.6104 2.1108 0.01
C 1.8343 -2.3364 2.1874 0.04
H 4.3013 -0.5888 0.8836 -0.01
H 5.2385 -2.7058 0.5472 0.00
H 3.9612 -4.7390 1.3801 0.00
H 1.7230 -4.4780 2.4200 0.00
H 0.8949 -2.0994 2.6646 0.00
N 0.2562 2.6332 -2.7262 0.01
C -1.0801 2.8405 -2.3764 0.02
C -1.6057 4.0873 -2.2340 0.00
C -0.8783 5.2034 -2.4074 0.00
C 0.4593 5.0670 -2.8838 0.00
C 0.9693 3.7211 -3.1087 0.00
H -1.5426 1.9461 -1.9858 0.00
H -2.5607 4.2382 -1.7529 0.00
H -1.3927 6.1383 -2.2410 0.00
H 1.1122 5.8860 -3.1473 0.00
H 1.9368 3.6256 -3.5790 0.00
N -0.7258 -4.1456 0.0830 0.00
C -1.2207 -2.9519 0.4280 0.01
C -1.7649 -2.6864 1.7220 0.00
C -1.8640 -3.7244 2.5787 0.00
C -1.2792 -4.9371 2.3122 0.00
C -0.6697 -5.1521 1.0589 0.00
H -1.2579 -2.2022 -0.3485 -0.01
H -2.2384 -1.7227 1.8383 0.00
H -2.1381 -3.4906 3.5968 0.00
H -1.1044 -5.6556 3.0993 0.00
H -0.0023 -5.9791 0.8668 0.00
N 0.3115 2.9930 2.3354 0.01
C 0.7459 3.8953 3.3147 0.02
C -0.0364 4.9908 3.6463 0.00
C -1.3094 5.1983 3.1818 0.01
C -1.8219 4.2284 2.2349 0.00
C -0.9572 3.1330 1.8634 0.01
H 1.7495 3.9065 3.7135 -0.01
H 0.2780 5.8170 4.2668 0.00
H -1.8536 6.0466 3.5699 0.00
H -2.7629 4.3417 1.7170 0.00
H -1.3396 2.4870 1.0869 0.02
N 2.6881 -1.3928 -2.3724 -0.05
C 1.9317 -2.4674 -2.0536 0.05
C 2.3019 -3.8534 -1.9857 0.00
C 3.5373 -4.1836 -2.4920 0.00
C 4.3490 -3.1648 -3.0188 0.00
C 3.8734 -1.8365 -2.9488 0.03
H 1.0039 -2.0543 -1.6863 0.00
H 1.6226 -4.5618 -1.5348 0.00
H 3.8850 -5.2058 -2.4676 0.00
H 5.3397 -3.4321 -3.3555 0.00
H 4.3486 -1.0389 -3.5006 0.01
N 1.2072 0.2733 -4.3438 -0.11
C 1.8489 0.4640 -5.5657 0.06
C 1.2938 0.1768 -6.7801 0.00
C -0.0150 -0.3924 -6.7883 0.01
C -0.6909 -0.5794 -5.6150 0.00
C -0.0791 -0.2169 -4.4425 0.08
H 2.8437 0.8685 -5.4513 0.01
H 1.7223 0.5052 -7.7155 0.00
H -0.4224 -0.5775 -7.7713 0.00
H -1.7413 -0.8296 -5.5925 0.00
H -0.6688 -0.4106 -3.5587 -0.02

=====

16
Properties=species:S:1:pos:R:3:nbo_charge:R:1 method="wB97M-V/def2-TZVPD" gap_ev=9.5 energy_ha=-301.1977 smiles="[H]/N=C/N.NCN" charge=0
H -0.4129 -0.7073 3.3134 0.34
N -0.7416 0.0844 2.7785 -0.72
C -1.5373 -0.3170 1.8849 0.28
N -2.3909 0.4666 1.1556 -0.82
H -1.6991 -1.3725 1.6149 0.13
H -2.5844 1.4026 1.4633 0.40
H -3.0279 -0.0265 0.5638 0.39
N 1.2160 1.1250 -0.6671 -0.83
C 1.1595 0.3080 -1.9083 -0.06
N 1.7373 -1.0135 -1.8457 -0.88
H 2.0788 0.9052 -0.1890 0.35
H 0.4828 0.6978 -0.1171 0.35
H 1.5740 0.8498 -2.7430 0.17
H 0.0854 0.1924 -2.1041 0.16
H 1.3438 -1.5879 -1.1275 0.37
H 2.7165 -1.0071 -2.0727 0.37